Record 1
A cluster of 17 separate species, C46H133N7O24 in total at a distorted geometry. Source: the OMol25 dataset; level of theory: ωB97M-V/def2-TZVPD.

Spin multiplicity = 1
Relative energy (zero: lowest compared OMol25 entry of this formula, charge and spin) = 0.000 eV
HOMO energy = -8.368 eV
Frontier orbital gap = 8.4947 eV

```
210
C46H133N7O24, DFT ωB97M-V/def2-TZVPD
C 15.98 13.26 -22.37
O 17.28 13.74 -22.65
C 17.34 15.16 -22.46
C 17.74 16.02 -23.64
N 17.76 17.43 -23.27
C 18.47 18.26 -24.19
C 19.98 18.22 -24.10
O 20.55 18.47 -25.37
C 21.95 18.30 -25.52
H 15.60 13.57 -21.39
H 16.07 12.17 -22.41
H 15.27 13.45 -23.18
H 18.07 15.36 -21.67
H 16.44 15.59 -21.98
H 17.06 15.91 -24.52
H 18.65 15.71 -24.16
H 16.86 17.84 -23.05
H 18.17 19.32 -24.12
H 18.11 18.23 -25.24
H 20.30 17.23 -23.74
H 20.31 19.00 -23.41
H 22.43 19.14 -25.00
H 22.16 18.35 -26.59
H 22.33 17.37 -25.08
C 17.15 17.71 -29.12
O 17.08 16.57 -29.96
C 17.50 15.38 -29.32
C 19.00 15.16 -29.39
N 19.47 14.19 -28.43
C 19.11 12.81 -28.74
C 19.77 11.85 -27.78
O 21.11 11.73 -28.19
C 21.89 10.87 -27.42
H 16.22 17.84 -28.55
H 17.16 18.60 -29.75
H 18.01 17.64 -28.45
H 16.94 14.61 -29.86
H 17.14 15.37 -28.28
H 19.51 16.12 -29.21
H 19.27 15.05 -30.46
H 20.49 14.22 -28.47
H 19.33 12.58 -29.79
H 18.03 12.62 -28.68
H 19.25 10.89 -27.90
H 19.64 12.07 -26.72
H 22.75 10.61 -28.01
H 21.41 9.93 -27.11
H 22.14 11.34 -26.45
C 25.30 27.04 -25.40
O 24.74 26.65 -26.60
C 23.68 25.70 -26.44
C 23.40 25.18 -27.85
N 22.37 24.17 -28.05
C 22.72 22.87 -27.49
C 21.57 21.90 -27.57
O 20.48 22.32 -26.82
C 20.44 21.97 -25.44
H 26.37 26.79 -25.33
H 24.79 26.69 -24.51
H 25.40 28.14 -25.39
H 22.78 26.16 -25.99
H 23.93 24.86 -25.77
H 24.32 24.78 -28.29
H 23.22 26.01 -28.53
H 21.48 24.49 -27.68
H 23.15 23.08 -26.50
H 23.53 22.44 -28.09
H 22.04 20.95 -27.28
H 21.22 21.87 -28.60
H 20.45 20.87 -25.43
H 19.58 22.33 -24.86
H 21.24 22.49 -24.88
C 14.94 18.68 -21.25
O 14.92 17.95 -22.48
C 13.63 17.88 -23.06
C 13.72 17.27 -24.44
N 14.09 15.86 -24.44
C 14.64 15.48 -25.76
C 13.48 15.07 -26.68
O 13.98 14.58 -27.88
C 13.18 14.79 -29.01
H 15.78 18.29 -20.68
H 14.04 18.43 -20.68
H 14.93 19.76 -21.43
H 13.18 18.88 -23.14
H 12.96 17.33 -22.37
H 14.56 17.88 -24.86
H 12.85 17.48 -25.06
H 14.79 15.66 -23.73
H 15.32 14.64 -25.60
H 15.25 16.27 -26.22
H 12.93 16.01 -26.81
H 12.90 14.33 -26.13
H 12.52 15.65 -28.96
H 12.61 13.90 -29.29
H 13.92 15.03 -29.78
C 16.42 12.20 -26.29
O 17.11 10.98 -26.13
C 17.37 10.78 -24.76
C 18.19 9.52 -24.62
N 17.39 8.45 -25.25
C 18.00 7.14 -25.19
C 19.37 6.99 -25.86
O 19.87 5.70 -25.59
C 21.17 5.56 -26.09
H 16.59 12.57 -27.30
H 16.85 12.97 -25.63
H 15.36 12.09 -26.07
H 16.40 10.70 -24.24
H 17.88 11.66 -24.36
H 18.53 9.27 -23.62
H 19.08 9.66 -25.24
H 17.22 8.71 -26.21
H 17.34 6.38 -25.61
H 18.18 6.82 -24.15
H 20.09 7.72 -25.46
H 19.26 7.21 -26.94
H 21.42 4.50 -25.99
H 21.88 6.17 -25.54
H 21.20 5.78 -27.16
C 20.07 9.89 -18.77
O 18.69 9.90 -19.07
C 18.49 9.76 -20.45
C 17.02 9.57 -20.68
N 16.45 8.28 -20.28
C 15.08 8.11 -20.69
C 13.98 8.53 -19.71
O 14.10 8.08 -18.39
C 13.88 6.71 -18.27
H 20.49 8.88 -18.73
H 20.22 10.34 -17.79
H 20.64 10.44 -19.52
H 19.01 8.88 -20.83
H 18.79 10.65 -21.03
H 16.78 9.76 -21.74
H 16.46 10.38 -20.16
H 16.53 8.27 -19.27
H 14.85 7.07 -20.96
H 14.93 8.67 -21.61
H 13.03 8.23 -20.19
H 13.87 9.62 -19.76
H 12.91 6.29 -18.58
H 13.93 6.49 -17.20
H 14.62 6.03 -18.72
C 20.15 22.69 -33.69
O 18.78 22.39 -33.51
C 18.46 21.60 -32.41
C 18.87 20.13 -32.52
N 20.22 19.80 -32.07
C 20.32 19.78 -30.60
C 21.72 19.46 -30.16
O 22.62 20.37 -30.77
C 23.95 20.05 -30.40
H 20.37 22.89 -34.73
H 20.79 21.85 -33.41
H 20.37 23.57 -33.07
H 17.37 21.64 -32.36
H 18.83 22.07 -31.49
H 18.68 19.87 -33.56
H 18.20 19.51 -31.90
H 20.81 20.59 -32.30
H 19.60 19.07 -30.17
H 20.00 20.75 -30.18
H 21.98 18.42 -30.38
H 21.77 19.50 -29.06
H 24.08 20.12 -29.31
H 24.60 20.77 -30.90
H 24.29 19.08 -30.78
O 19.70 12.66 -23.90
H 19.89 13.23 -24.67
H 19.33 13.26 -23.23
O 12.21 13.86 -23.74
H 12.17 13.91 -22.78
H 12.74 14.68 -24.02
O 18.81 18.55 -20.70
H 18.48 18.47 -21.61
H 19.12 17.60 -20.50
O 15.72 20.17 -24.23
H 15.29 19.73 -23.47
H 15.20 20.97 -24.38
O 19.70 16.10 -20.02
H 19.21 15.96 -19.20
H 19.85 15.20 -20.39
O 20.09 13.38 -21.07
H 19.35 13.07 -21.63
H 20.89 13.15 -21.57
O 13.41 11.15 -23.82
H 12.71 11.09 -24.48
H 13.23 11.99 -23.37
O 20.42 14.70 -25.76
H 20.76 15.57 -25.54
H 20.00 14.80 -26.65
C 24.17 15.00 -21.98
C 23.16 14.64 -23.03
O 22.00 14.09 -22.39
H 24.30 14.19 -21.26
H 23.87 15.85 -21.35
H 25.15 15.27 -22.38
H 23.58 13.87 -23.68
H 22.93 15.48 -23.69
H 21.63 13.51 -23.08
C 25.37 20.65 -22.66
C 23.88 20.90 -22.82
O 23.57 22.13 -23.44
H 25.88 21.28 -23.41
H 25.57 19.59 -22.75
H 25.81 21.12 -21.77
H 23.35 20.78 -21.85
H 23.37 20.05 -23.29
H 22.90 22.53 -22.88
```

Atomic partial charges in e from the Löwdin method, atoms 1 to 5:
1. C -0.087
2. O -0.198
3. C -0.190
4. C -0.168
5. N -0.049

=====

Record 2
A structure of composition C46H26Cl4F2KN5 at a distorted geometry. Source: the OMol25 dataset; level of theory: ωB97M-V/def2-TZVPD.

Spin multiplicity = 1
Charge = -2
HOMO energy (alpha / beta) = 0.347 / 0.345 eV
Frontier orbital gap (alpha / beta) = 3.2223 / 3.2242 eV

```
84
C46H26Cl4F2KN5, DFT ωB97M-V/def2-TZVPD
K 0.27 0.95 -1.06
Cl -0.68 7.98 4.92
C -0.54 6.33 4.49
C -1.66 5.49 4.55
C -1.59 4.21 3.96
C -0.52 3.85 3.16
C 0.65 4.73 3.13
C 0.63 5.98 3.73
C -0.45 2.66 2.26
C -1.58 2.32 1.41
C -2.73 3.14 1.18
C -3.59 2.50 0.37
C -2.88 1.22 0.04
C -3.28 0.28 -0.92
C -4.46 0.73 -1.73
C -4.47 1.87 -2.57
C -5.58 2.25 -3.31
C -6.78 1.47 -3.11
Cl -8.25 2.17 -3.63
C -6.82 0.41 -2.22
C -5.68 0.01 -1.58
C -2.55 -0.78 -1.50
N -1.36 -1.20 -1.07
C -0.93 -2.25 -1.86
C 0.24 -3.07 -1.74
C 0.32 -4.37 -2.53
C -0.79 -5.26 -2.60
C -0.78 -6.38 -3.43
C 0.32 -6.46 -4.32
Cl 0.23 -7.68 -5.50
C 1.46 -5.66 -4.24
C 1.49 -4.66 -3.26
C 1.32 -2.83 -0.83
C 2.51 -3.68 -0.60
C 3.27 -3.05 0.30
C 2.59 -1.80 0.65
N 1.42 -1.72 -0.02
C 2.91 -0.99 1.73
C 2.14 0.12 2.26
C 2.25 0.58 3.63
C 1.41 1.65 3.73
C 0.63 1.70 2.50
N 1.12 0.80 1.62
C 4.18 -1.33 2.41
C 5.12 -0.26 2.51
C 6.41 -0.43 2.98
C 6.75 -1.77 3.41
Cl 8.33 -2.22 3.87
C 5.74 -2.75 3.53
C 4.46 -2.54 3.00
C -1.91 -2.40 -2.96
C -2.87 -1.49 -2.76
N -1.69 1.16 0.71
H -2.60 5.85 5.04
H -2.46 3.58 4.04
H 1.60 4.38 2.65
H 1.37 6.74 3.57
H -2.87 4.16 1.46
H -4.59 2.83 0.07
H -3.58 2.48 -2.61
H -5.60 3.01 -4.04
H -7.74 -0.18 -2.19
H -5.67 -0.86 -0.92
H -1.71 -4.90 -2.08
H -1.61 -7.12 -3.44
H 2.21 -5.88 -4.98
H 2.39 -4.00 -3.16
H 2.72 -4.66 -0.98
H 4.23 -3.36 0.67
H 3.00 0.23 4.35
H 1.24 2.28 4.57
H 4.79 0.65 2.20
H 7.17 0.34 2.95
H 5.99 -3.72 3.90
H 3.76 -3.39 3.13
H -1.92 -3.18 -3.71
H -3.69 -1.31 -3.42
N 1.41 0.14 -4.83
C 0.94 0.28 -3.77
H 1.79 0.32 -5.76
F 1.63 4.68 -0.34
C 1.50 3.65 -1.22
F 2.08 3.96 -2.45
H 0.43 3.47 -1.36
```

Atomic partial charges in e from the Löwdin method, atoms 1 to 5:
1. K 0.563
2. Cl 0.627
3. C -0.708
4. C -0.117
5. C -0.051